A structure of composition C42H66FILaN2OP3SSi at a distorted geometry, computed with ωB97M-V with the def2-TZVPD basis set.

Values from the calculation:
- energy relative to the best compared isomer or geometry (same formula, charge and spin) (kJ/mol) = 57.3
- 2S+1 = 1
- charge = -2

Geometry as XYZ:
```
119
Properties=species:S:1:pos:R:3:forces:R:3
La 1.412 -0.279 -0.025 0.561 -0.188 0.763
C -2.378 3.988 -0.333 -0.333 0.457 0.451
C -1.284 4.322 -1.352 0.027 -0.908 0.814
C -1.746 5.464 -2.224 -2.073 -1.248 -0.761
P -0.688 2.633 -2.007 0.355 0.692 0.693
C 0.269 3.047 -3.527 -0.037 0.272 -0.627
C 0.655 1.756 -4.244 0.073 0.635 -1.345
C 1.506 3.843 -3.124 0.914 -0.286 0.270
C -2.162 1.771 -2.622 -1.651 -0.577 -0.924
C -2.997 2.322 -3.625 1.248 -0.267 0.845
C -4.008 1.608 -4.235 0.061 0.984 0.107
C -4.205 0.320 -3.849 0.009 -2.131 1.046
C -3.452 -0.307 -2.847 0.574 2.556 -0.315
C -2.474 0.466 -2.163 0.209 -0.681 -0.173
Si -1.594 -0.244 -0.610 -0.288 0.763 0.617
C -2.416 -1.957 -0.518 0.684 0.886 0.022
C -3.682 -2.250 -0.068 -1.503 0.046 0.187
C -4.240 -3.518 -0.200 0.148 0.798 0.457
C -3.418 -4.531 -0.630 0.367 -0.929 -0.401
C -2.116 -4.281 -1.062 -0.741 0.759 -0.395
C -1.636 -2.967 -1.070 -0.053 -1.269 0.374
P 0.100 -2.724 -1.562 0.279 -0.367 -0.725
C -0.022 -2.589 -3.449 0.174 0.464 0.588
C -0.836 -3.679 -4.113 -0.151 0.169 0.709
C 1.401 -2.547 -4.019 -1.198 1.823 -1.283
C 0.892 -4.418 -1.207 0.385 -0.145 0.447
C 0.817 -5.684 -2.062 -0.190 0.068 -0.471
C 0.737 -4.741 0.304 0.043 0.810 -0.445
C -2.609 0.783 0.749 -1.233 -0.416 -1.647
C -3.982 1.035 0.421 1.029 -0.601 0.696
C -4.770 1.769 1.264 -0.944 -0.267 -0.613
C -4.299 2.188 2.493 -0.056 0.574 -0.156
C -2.999 1.967 2.854 0.335 -0.514 -2.049
C -2.121 1.318 1.919 -0.013 1.033 1.350
P -0.312 1.228 2.218 -0.278 -0.828 0.465
C 0.326 2.833 2.864 0.516 0.214 0.699
C -0.573 3.850 3.532 -1.121 0.591 -0.907
C 1.137 3.499 1.772 1.010 0.334 -0.758
C -0.365 0.143 3.738 -0.357 -0.529 0.138
C -0.976 0.752 5.008 0.630 -1.248 0.288
C -1.172 -1.088 3.338 1.115 -1.123 -0.227
H -2.525 4.856 0.329 0.082 -0.111 -0.002
H -2.181 3.107 0.317 -0.144 0.657 -0.737
H -3.332 3.891 -0.869 0.122 -0.443 0.195
H -0.430 4.651 -0.759 0.277 0.078 -0.100
H -2.648 5.095 -2.829 0.847 0.769 0.976
H -1.049 5.709 -2.971 1.228 0.567 -0.887
H -2.023 6.359 -1.651 0.025 -0.241 -0.062
H -0.282 3.642 -4.273 -0.360 0.013 0.405
H 1.376 1.176 -3.702 0.297 -0.488 0.531
H 1.109 1.986 -5.237 -0.057 0.074 0.604
H -0.232 1.193 -4.503 -0.247 -0.432 0.215
H 2.193 3.164 -2.577 -0.331 0.367 0.015
H 1.296 4.731 -2.499 0.028 -0.369 -0.320
H 2.087 4.151 -4.012 -0.380 0.047 0.210
H -2.751 3.331 -3.857 -0.208 0.667 -0.687
H -4.674 2.057 -4.952 -0.016 0.210 -0.227
H -5.011 -0.281 -4.219 -0.417 -0.062 -0.664
H -3.658 -1.315 -2.572 -0.133 -0.514 0.221
H -4.344 -1.490 0.368 0.496 -0.054 -0.234
H -5.294 -3.654 0.048 0.345 -0.269 0.110
H -3.794 -5.538 -0.607 -0.071 -0.376 -0.247
H -1.488 -5.022 -1.527 -0.270 -0.399 0.393
H -0.510 -1.614 -3.678 0.391 -0.350 0.438
H -0.397 -4.596 -3.823 0.350 -1.147 -0.009
H -0.759 -3.612 -5.183 -0.242 0.165 -0.652
H -1.866 -3.739 -3.763 -0.147 0.330 -0.237
H 1.981 -3.413 -3.939 0.563 -1.705 0.299
H 2.008 -1.749 -3.608 0.016 0.373 0.267
H 1.266 -2.332 -5.103 0.358 -0.140 0.413
H 1.941 -4.190 -1.372 0.316 0.539 0.301
H 1.486 -6.416 -1.608 -0.099 -0.059 0.124
H 1.272 -5.441 -3.026 -0.366 -0.345 -0.180
H -0.175 -6.149 -2.186 0.402 0.122 -0.088
H -0.283 -4.546 0.611 -0.231 -0.057 0.272
H 1.373 -4.048 0.869 -0.172 -0.452 0.088
H 0.957 -5.788 0.515 0.268 0.106 -0.029
H -4.413 0.600 -0.472 0.096 0.248 -0.174
H -5.789 2.002 0.945 0.144 0.003 0.231
H -4.921 2.837 3.073 -0.341 0.089 0.588
H -2.661 2.413 3.742 0.492 0.277 0.806
H 1.048 2.497 3.632 -0.125 -0.042 -0.245
H -1.426 4.112 2.839 0.858 0.028 0.646
H 0.012 4.757 3.744 -0.238 -0.142 -0.019
H -1.026 3.505 4.452 -0.007 -0.091 0.244
H 0.631 3.565 0.814 -0.421 -0.154 -0.152
H 2.054 2.923 1.563 -0.239 0.167 0.110
H 1.433 4.545 1.985 -0.064 -0.456 0.315
H 0.668 -0.180 3.916 -0.089 0.290 -0.006
H -1.997 1.072 4.875 -0.299 -0.302 0.053
H -0.404 1.613 5.239 0.570 0.936 0.751
H -0.915 0.016 5.869 -0.093 0.774 -0.923
H -2.201 -0.799 3.204 -0.447 -0.237 -0.288
H -1.116 -1.895 4.092 -0.066 0.497 0.082
H -0.692 -1.566 2.451 -0.730 0.438 0.269
F 1.122 -1.952 1.531 -0.018 -0.049 -0.429
I 5.389 -5.829 1.883 0.046 0.005 0.101
S 3.394 0.235 -1.662 -0.028 0.092 -0.298
C 5.016 1.650 1.243 -1.022 -0.816 -0.154
N 5.020 0.347 1.974 1.722 0.516 -0.241
C 6.294 -0.418 1.871 -0.763 0.369 -0.436
C 6.123 -1.836 2.385 0.758 1.599 0.575
C 5.320 -1.662 3.668 1.375 -0.192 0.521
N 4.012 -1.235 3.330 -0.081 -0.005 0.110
C 2.846 -1.849 3.930 0.728 -1.407 0.422
C 3.909 -0.201 2.492 -1.689 1.033 -0.669
O 2.769 0.279 2.232 0.174 0.432 -0.146
H 6.028 1.984 1.017 0.179 -0.135 0.648
H 4.444 2.394 1.818 0.343 -0.180 -0.134
H 4.563 1.540 0.242 -0.209 -0.163 0.336
H 7.065 0.110 2.436 0.104 0.105 -0.082
H 6.509 -0.406 0.804 0.445 -0.067 -0.071
H 7.108 -2.287 2.538 -0.234 -0.055 0.085
H 5.592 -2.390 1.653 -0.601 -0.886 -0.369
H 5.833 -0.953 4.385 -0.336 -0.365 -0.715
H 5.272 -2.591 4.179 -0.259 -0.919 0.452
H 3.095 -2.932 4.085 -0.050 0.892 0.188
H 2.036 -1.904 3.227 -0.492 0.531 -0.225
H 2.601 -1.376 4.895 -0.139 -0.137 -0.278
```
Positions in Å, forces in eV/Å.

Here are the Löwdin charges for atoms 1 to 99, given in e: La 1.016; C -0.141; C -0.553; C -0.123; P 1.077; C -0.591; C -0.134; C -0.141; C -0.384; C -0.091; C -0.112; C -0.109; C -0.076; C -0.302; Si 0.576; C -0.327; C -0.108; C -0.098; C -0.094; C -0.100; C -0.401; P 1.000; C -0.518; C -0.119; C -0.127; C -0.509; C -0.135; C -0.106; C -0.297; C -0.114; C -0.107; C -0.100; C -0.102; C -0.395; P 1.034; C -0.554; C -0.127; C -0.137; C -0.521; C -0.110; C -0.137; H 0.076; H 0.049; H 0.078; H 0.070; H 0.085; H 0.036; H 0.077; H 0.099; H 0.009; H 0.086; H 0.057; H 0.052; H 0.062; H 0.077; H 0.068; H 0.091; H 0.089; H 0.082; H 0.095; H 0.097; H 0.089; H 0.069; H 0.101; H 0.025; H 0.069; H 0.070; H 0.043; H 0.019; H 0.084; H 0.096; H 0.078; H 0.058; H 0.064; H 0.051; H 0.056; H 0.075; H 0.091; H 0.101; H 0.091; H 0.053; H 0.111; H 0.085; H 0.074; H 0.047; H 0.038; H 0.060; H 0.081; H 0.077; H 0.044; H 0.034; H 0.098; H 0.061; H 0.085; H 0.055; F -0.630; I -0.864; S -0.514; C -0.060

---

A cluster of 10 separate species, C42H66N6O14 in total at a distorted geometry, computed with ωB97M-V with the def2-TZVPD basis set.

Values from the calculation:
- 2S+1 = 1
- DFT total energy (eV) = -82232.525
- SMILES string = Oc1ccc(O)cc1.Oc1ccc(O)cc1.Oc1ccc(O)cc1.Oc1ccc(O)cc1.CNC(C)=O.CNC(C)=O.CNC(C)=O.CNC(C)=O.CNC(C)=O.CNC(C)=O

Geometry as XYZ:
```
128
Properties=species:S:1:pos:R:3:forces:R:3
O 0.594 1.951 4.217 -0.839 0.037 0.936
C -0.760 2.079 4.001 0.880 -0.020 0.753
C -1.236 2.153 2.732 -0.420 -0.487 -2.128
C -2.585 2.015 2.497 -1.231 0.838 1.040
C -3.517 1.983 3.551 1.812 -0.801 0.436
O -4.830 1.794 3.273 -0.693 0.700 -1.213
C -3.026 1.952 4.873 0.171 0.816 -0.567
C -1.655 2.068 5.072 0.972 -0.650 0.064
H 1.058 2.419 3.521 0.508 0.320 -0.517
H -0.621 2.178 1.822 0.155 0.181 0.799
H -2.986 2.034 1.500 0.018 -0.085 -0.494
H -4.939 2.139 2.345 -0.442 -0.536 1.102
H -3.656 1.980 5.749 -0.359 -0.218 -0.144
H -1.156 2.037 6.047 -0.645 0.051 -0.129
O 0.146 -3.263 1.217 -0.393 -1.213 -0.895
C -0.385 -4.272 0.398 -1.040 0.877 -0.261
C -1.542 -3.940 -0.312 0.152 0.287 0.713
C -2.151 -4.880 -1.097 -1.013 -0.667 -0.862
C -1.712 -6.191 -1.215 1.093 0.182 0.973
O -2.309 -7.167 -1.919 0.454 -0.846 -0.360
C -0.556 -6.530 -0.525 0.837 0.652 0.085
C 0.112 -5.551 0.230 0.278 -0.596 0.732
H 1.056 -3.530 1.323 0.774 0.239 0.487
H -2.035 -2.978 -0.166 0.357 -0.109 -0.157
H -3.043 -4.650 -1.661 -0.238 0.375 0.042
H -3.192 -6.977 -2.200 -0.733 0.518 -0.146
H -0.068 -7.502 -0.600 -0.509 0.105 -0.027
H 0.981 -5.880 0.803 -0.067 0.234 -0.216
O 4.178 -4.157 0.384 0.083 0.425 0.691
C 4.717 -2.894 0.598 -0.614 0.500 0.017
C 5.503 -2.313 -0.404 0.592 -0.118 0.443
C 5.997 -1.004 -0.328 -0.709 0.229 0.566
C 5.631 -0.181 0.771 -0.694 -1.669 0.164
O 5.943 1.149 0.907 -0.410 -0.994 0.311
C 4.862 -0.812 1.783 -0.296 -0.113 0.025
C 4.365 -2.150 1.745 1.794 1.289 -1.785
H 4.550 -4.504 -0.428 0.092 -0.107 -0.177
H 5.868 -2.975 -1.199 -0.334 0.401 0.026
H 6.576 -0.629 -1.163 0.114 0.124 0.214
H 5.822 1.535 0.032 0.623 0.422 -0.539
H 4.581 -0.185 2.630 0.080 -0.161 -0.134
H 3.804 -2.543 2.565 -0.331 -0.239 0.237
O -5.807 2.894 0.494 0.081 -0.674 -0.690
C -5.522 2.013 -0.569 -0.187 -0.266 -0.810
C -4.983 2.443 -1.794 0.647 -0.316 -0.402
C -4.589 1.490 -2.761 -0.515 -0.145 0.999
C -4.779 0.136 -2.541 0.093 0.384 -0.297
O -4.277 -0.711 -3.509 -0.175 -0.147 0.188
C -5.428 -0.291 -1.398 0.218 -0.476 0.187
C -5.820 0.622 -0.440 -0.221 1.831 0.887
H -5.758 3.826 0.215 0.064 -0.664 -0.098
H -4.787 3.492 -2.085 -0.203 -0.524 0.602
H -4.091 1.743 -3.672 0.056 0.612 -0.321
H -4.745 -1.555 -3.500 0.054 0.153 0.115
H -5.530 -1.361 -1.213 -0.301 0.185 -0.035
H -6.422 0.335 0.427 0.460 -0.147 -0.135
C 3.897 1.431 -1.977 -0.048 0.737 -0.616
N 4.845 1.749 -3.058 0.114 -0.191 0.837
C 6.164 1.890 -2.768 -0.728 0.126 -1.563
C 7.132 1.928 -3.937 -0.793 -0.133 -0.494
O 6.547 1.994 -1.626 0.520 -0.057 1.097
H 2.923 1.724 -2.339 -0.467 -0.404 -0.073
H 4.032 2.033 -1.082 0.454 0.174 -0.102
H 3.950 0.390 -1.693 -0.158 -0.345 -0.053
H 4.531 1.648 -4.009 0.125 -0.101 0.117
H 7.942 2.576 -3.653 0.273 0.446 -0.137
H 6.656 2.215 -4.910 0.455 -0.101 0.914
H 7.566 0.937 -4.060 -0.073 -0.141 0.002
C 0.858 5.236 0.553 1.233 1.729 1.605
N 2.102 5.471 1.356 -0.439 -0.384 -1.063
C 2.635 4.442 2.046 -1.847 -0.974 1.303
C 3.970 4.618 2.679 0.887 0.029 -0.486
O 1.936 3.429 2.263 0.963 0.977 -0.325
H 0.058 5.206 1.283 -0.384 -0.542 -0.253
H 1.021 4.344 -0.010 -0.566 -0.507 -0.607
H 0.753 6.186 0.005 -0.199 -0.748 -0.329
H 2.736 6.055 0.857 0.638 0.515 0.203
H 4.491 5.514 2.336 -0.237 0.172 0.275
H 4.575 3.805 2.305 0.279 -0.497 0.051
H 3.976 4.541 3.772 -0.355 0.121 -0.351
C -6.011 -1.824 5.335 0.452 0.868 0.874
N -4.951 -1.363 4.441 -0.512 0.517 0.042
C -3.815 -2.095 4.307 -0.959 -0.907 1.277
C -2.864 -1.637 3.278 0.821 0.843 -0.298
O -3.656 -3.121 4.973 0.092 0.607 -0.646
H -6.823 -1.089 5.383 0.302 0.021 -0.217
H -5.628 -1.942 6.377 -0.253 -0.172 -0.800
H -6.438 -2.745 4.979 0.011 -0.533 -0.021
H -4.994 -0.411 4.076 0.015 -0.535 0.041
H -1.854 -1.645 3.710 -0.240 0.050 -0.247
H -3.104 -0.628 2.885 0.212 -0.606 0.170
H -2.901 -2.376 2.484 0.111 -0.063 -0.279
C -0.949 0.990 -4.183 -1.431 0.853 -0.559
N -0.935 2.083 -3.258 0.087 1.266 0.889
C -1.751 3.164 -3.298 -1.446 0.286 -0.910
C -1.521 4.163 -2.184 0.483 -0.515 0.385
O -2.644 3.413 -4.151 1.928 -0.946 1.181
H -0.625 1.309 -5.182 0.254 -0.332 0.283
H -1.990 0.686 -4.270 -0.109 -0.367 -0.304
H -0.403 0.187 -3.756 0.788 -0.708 -0.009
H -0.400 2.008 -2.387 -0.162 -0.173 -0.440
H -1.029 5.003 -2.676 -0.454 0.397 0.320
H -0.859 3.805 -1.392 0.155 -0.184 -0.275
H -2.455 4.372 -1.660 -0.055 0.488 -0.533
C 1.807 -4.909 -2.707 -0.645 -1.317 0.580
N 2.147 -3.757 -3.471 0.312 0.004 0.113
C 1.946 -2.457 -3.105 1.173 -0.360 -1.386
C 1.426 -2.155 -1.749 -0.487 -1.005 0.412
O 2.283 -1.606 -3.914 -0.280 0.802 0.165
H 2.211 -4.950 -1.682 -0.110 0.434 -0.293
H 2.165 -5.839 -3.163 0.105 0.389 -0.269
H 0.719 -5.027 -2.658 0.040 -0.057 0.292
H 2.499 -3.895 -4.410 -0.067 0.281 0.247
H 2.258 -1.887 -1.091 -0.091 0.086 -0.069
H 0.931 -3.057 -1.338 0.174 0.753 -0.055
H 0.714 -1.341 -1.838 0.022 0.144 0.177
C -2.021 -0.079 -0.635 0.614 -0.878 -0.417
N -0.825 -0.226 0.189 -0.019 -0.295 -0.049
C 0.192 0.658 0.133 0.476 0.589 0.170
C 1.393 0.395 1.017 -0.472 0.344 0.076
O 0.161 1.702 -0.540 -0.332 -0.670 -0.119
H -2.838 -0.720 -0.276 0.257 0.509 0.243
H -1.816 -0.419 -1.665 -0.070 0.238 0.172
H -2.268 0.966 -0.665 -0.477 0.363 -0.029
H -0.688 -1.098 0.696 0.106 0.362 -0.095
H 1.089 -0.231 1.861 0.489 -0.197 -0.145
H 1.741 1.360 1.394 -0.225 -0.082 0.040
H 2.233 0.024 0.430 -0.128 -0.473 0.069
```
Positions in Å, forces in eV/Å.

Here are the Löwdin charges for atoms 1 to 99, given in e: O 0.032; C -0.321; C -0.024; C -0.028; C -0.347; O 0.013; C -0.007; C -0.008; H 0.032; H 0.104; H 0.102; H 0.091; H 0.112; H 0.124; O 0.023; C -0.317; C -0.022; C -0.024; C -0.345; O 0.074; C -0.008; C -0.034; H 0.087; H 0.104; H 0.114; H 0.099; H 0.126; H 0.126; O 0.008; C -0.324; C -0.040; C -0.014; C -0.309; O 0.021; C -0.008; C -0.001; H 0.084; H 0.117; H 0.107; H 0.033; H 0.116; H 0.103; O 0.000; C -0.277; C 0.002; C -0.009; C -0.342; O 0.030; C -0.052; C -0.018; H 0.118; H 0.121; H 0.093; H 0.104; H 0.120; H 0.122; C -0.044; N 0.039; C -0.546; C 0.008; O 0.036; H 0.081; H 0.081; H 0.071; H 0.134; H 0.075; H 0.093; H 0.083; C -0.034; N 0.019; C -0.503; C 0.015; O -0.007; H 0.087; H 0.063; H 0.093; H 0.117; H 0.081; H 0.079; H 0.101; C -0.078; N 0.012; C -0.567; C 0.005; O 0.025; H 0.080; H 0.095; H 0.073; H 0.106; H 0.100; H 0.071; H 0.078; C -0.054; N 0.017; C -0.526; C 0.000; O -0.019; H 0.098; H 0.069